1.
Molecular formula: C32H75ClNO26PS7Si
Method: DFT, ωB97M-V/def2-TZVPD

Last column: Löwdin charge in e.
Element x y z (Å)
H1 -1.1305 6.7832 3.0485  0.07
N1 -0.6145 6.4746 3.8800  0.18
C1 0.5058 6.0483 3.5142  -0.41
C2 1.4685 5.5762 4.6205  -0.03
C3 1.0268 6.0035 2.0751  -0.11
C4 0.1921 5.1625 1.0903  -0.48
P1 0.4369 6.2079 -0.5142  0.65
O1 -0.8098 7.2707 -0.3436  -0.31
Cl1 -0.0468 5.1118 -2.1971  0.33
O2 -1.2514 5.2111 1.2853  -0.21
S1 -1.9928 4.0201 0.4731  0.61
O3 -2.9523 3.4817 1.3812  -0.25
O4 -2.6799 4.4455 -0.6850  -0.23
O5 -0.6682 3.1589 0.1947  -0.16
C5 0.4367 3.6417 1.0097  -0.39
C6 0.6444 2.8415 2.3371  -0.06
C7 -0.5993 2.1050 2.9321  -0.12
C8 -1.1436 2.7984 4.2194  -0.07
C9 -2.6546 2.8907 4.2438  -0.52
O6 -3.3922 2.0984 3.7966  0.15
O7 -3.1604 4.0002 4.9084  0.05
C10 1.6615 3.2052 0.1512  -0.09
C11 3.0175 3.6923 0.7218  -0.27
O8 4.0629 2.7753 0.4316  -0.19
Si1 4.9875 2.3284 1.7729  0.45
C12 5.5158 3.7717 2.8768  -0.16
C13 6.5821 1.5826 1.0720  -0.17
C14 4.2179 0.9740 2.8374  -0.14
H2 1.8211 6.4280 5.2054  0.09
H3 0.9691 4.8398 5.2559  0.07
H4 2.3132 5.0516 4.1513  0.06
H5 0.9623 7.0384 1.6948  0.10
H6 2.0868 5.7543 2.0208  0.11
H7 -0.4542 8.1691 -0.2912  0.06
H8 1.0420 3.5049 3.1127  0.10
H9 1.4046 2.0754 2.1799  0.10
H10 -0.2296 1.1336 3.2808  0.12
H11 -1.3962 1.8838 2.2228  0.10
H12 -0.8677 2.1858 5.0901  0.14
H13 -0.7004 3.7792 4.3959  0.08
H14 -3.7403 4.4202 4.2533  0.11
H15 1.5995 3.5602 -0.8815  0.07
H16 1.7272 2.1135 0.0934  0.14
H17 3.2644 4.6249 0.1819  0.13
H18 2.9860 3.9642 1.7891  0.08
H19 4.7702 3.8422 3.6912  0.02
H20 6.4705 3.5945 3.3812  0.04
H21 5.4873 4.7517 2.3831  0.03
H22 7.2044 2.4326 0.7609  0.04
H23 7.1137 1.1161 1.9136  0.04
H24 6.4004 0.8621 0.2755  0.02
H25 3.1408 1.0925 3.0278  0.01
H26 4.6974 0.9185 3.8236  0.04
H27 4.3352 0.0143 2.3179  0.01
C15 11.7627 0.9938 -1.4460  -0.08
C16 10.7191 0.2434 -2.2519  -0.26
O9 10.4356 -1.0558 -1.7055  -0.26
S2 9.5679 -1.1348 -0.3662  0.57
C17 9.2840 -2.8735 -0.3858  -0.12
O10 8.3293 -0.4536 -0.5789  -0.28
O11 10.4031 -0.8208 0.7515  -0.27
H28 11.3939 1.2351 -0.4496  0.07
H29 12.0286 1.9281 -1.9415  0.08
H30 12.6600 0.3869 -1.3211  0.08
H31 9.7978 0.8226 -2.3427  0.12
H32 11.0936 0.0738 -3.2606  0.12
H33 8.6778 -3.1258 -1.2516  0.08
H34 8.7553 -3.1250 0.5314  0.08
H35 10.2428 -3.3853 -0.4144  0.07
C18 2.1598 -3.8479 -0.9804  -0.08
C19 1.7512 -3.3314 0.3850  -0.25
O12 2.4494 -3.9952 1.4582  -0.26
S3 3.9803 -3.6309 1.7009  0.57
C20 4.1589 -4.4485 3.2516  -0.12
O13 4.0932 -2.2168 1.8982  -0.28
O14 4.7860 -4.3084 0.7336  -0.27
H36 3.2008 -3.6087 -1.1974  0.07
H37 1.5443 -3.4018 -1.7607  0.08
H38 2.0608 -4.9319 -1.0267  0.08
H39 1.8918 -2.2508 0.4579  0.11
H40 0.6921 -3.5291 0.5442  0.12
H41 3.5247 -3.9606 3.9868  0.07
H42 5.2047 -4.3681 3.5414  0.08
H43 3.8868 -5.4939 3.1297  0.08
C21 -6.1923 3.2712 6.0349  -0.06
C22 -6.5906 4.7302 5.9405  -0.25
O15 -8.0153 4.9209 6.0281  -0.26
S4 -8.7128 4.7512 7.4526  0.57
C23 -10.2875 5.4025 7.0032  -0.12
O16 -8.0833 5.6377 8.3830  -0.28
O17 -8.8604 3.3595 7.7407  -0.27
H44 -6.4211 2.8625 7.0191  0.07
H45 -5.1254 3.1544 5.8636  0.05
H46 -6.7387 2.6753 5.3027  0.09
H47 -6.0844 5.3285 6.7010  0.12
H48 -6.2915 5.1249 4.9693  0.12
H49 -10.1790 6.4534 6.7489  0.07
H50 -10.9427 5.2873 7.8642  0.08
H51 -10.6756 4.8328 6.1625  0.08
C24 -4.9847 1.5370 0.9073  -0.08
C25 -6.1482 2.1909 0.1933  -0.24
O18 -6.8690 1.2727 -0.6578  -0.26
S5 -7.8133 0.1896 0.0282  0.57
C26 -8.6197 -0.3570 -1.4413  -0.13
O19 -8.7618 0.8630 0.8618  -0.28
O20 -7.0133 -0.8823 0.5325  -0.28
H52 -5.3287 0.7854 1.6186  0.08
H53 -4.4055 2.2860 1.4557  0.03
H54 -4.3306 1.0318 0.1934  0.09
H55 -6.8338 2.6591 0.9028  0.12
H56 -5.7734 2.9777 -0.4610  0.12
H57 -9.2048 0.4613 -1.8520  0.07
H58 -9.2693 -1.1852 -1.1650  0.07
H59 -7.8671 -0.6957 -2.1489  0.07
C27 -2.3381 -5.0811 -5.1831  -0.08
C28 -1.4908 -6.2487 -4.7174  -0.25
O21 -0.2530 -6.3498 -5.4484  -0.26
S6 0.8962 -5.2926 -5.1332  0.57
C29 2.1853 -6.0945 -6.0279  -0.12
O22 1.1959 -5.3376 -3.7340  -0.28
O23 0.5906 -4.0570 -5.7843  -0.27
H60 -1.8562 -4.1289 -4.9612  0.07
H61 -3.3080 -5.0912 -4.6851  0.08
H62 -2.4883 -5.1252 -6.2620  0.08
H63 -1.2926 -6.1908 -3.6450  0.12
H64 -2.0308 -7.1766 -4.8970  0.11
H65 2.4023 -7.0508 -5.5597  0.07
H66 3.0587 -5.4467 -5.9874  0.08
H67 1.8674 -6.2250 -7.0593  0.07
C30 -1.5681 -9.9886 -9.8206  -0.07
C31 -1.9534 -8.5222 -9.7708  -0.25
O24 -3.3678 -8.3335 -9.5864  -0.26
S7 -3.9826 -8.6216 -8.1424  0.58
C32 -5.5749 -7.9275 -8.4355  -0.12
O25 -3.2883 -7.8213 -7.1798  -0.28
O26 -4.1250 -10.0323 -7.9658  -0.27
H68 -1.7455 -10.4767 -8.8628  0.07
H69 -0.5104 -10.0973 -10.0624  0.08
H70 -2.1620 -10.5160 -10.5676  0.09
H71 -1.3989 -7.9934 -8.9925  0.11
H72 -1.7053 -8.0500 -10.7203  0.12
H73 -5.4724 -6.8589 -8.6047  0.08
H74 -6.1770 -8.1140 -7.5485  0.08
H75 -6.0194 -8.4208 -9.2963  0.08

Values from the calculation:
- maximum force (eV/A) = 2.70
- E_HOMO (eV) = -9.47
- electronic energy (eV) = -194659.224
- M (Da) = 1208.915
- orbital gap (eV) = 9.6
- SMILES = [H]/N=C(/C)C[C@]1(P(O)Cl)OS(=O)(=O)O[C@@]1(CCCC(=O)O)CCO[Si](C)(C)C.CCOS(C)(=O)=O.CCOS(C)(=O)=O.CCOS(C)(=O)=O.CCOS(C)(=O)=O.CCOS(C)(=O)=O.CCOS(C)(=O)=O


2.
Molecular formula: C14H16BO4S2
Method: DFT, ωB97M-V/def2-TZVPD

Last column: Löwdin charge in e.
Element x y z (Å)
C1 4.7506 -3.8789 5.4644  -0.08
C2 5.2502 -2.9548 4.5401  -0.07
C3 5.2380 -1.5936 4.8395  -0.07
C4 4.6955 -1.1597 6.0478  -0.27
S1 4.5874 0.6161 6.4016  0.71
C5 2.8344 1.0843 6.2301  -0.36
C6 2.1004 1.5088 7.2752  0.09
S2 2.0736 0.7131 4.6468  0.69
C7 0.7685 -0.4200 5.1690  -0.27
C8 0.9725 -1.8014 5.1016  -0.07
C9 0.0987 -2.6527 5.7980  -0.08
C10 -0.9760 -2.1119 6.5056  -0.07
C11 -1.2389 -0.7471 6.4591  -0.08
C12 -0.3594 0.1020 5.7959  -0.08
O1 1.4681 1.9034 4.1100  -0.29
O2 3.0099 -0.0736 3.8845  -0.32
O3 4.9307 0.8095 7.7922  -0.32
O4 5.3213 1.2585 5.3374  -0.31
C13 4.3096 -2.0777 7.0224  -0.06
C14 4.3025 -3.4382 6.7119  -0.08
H1 4.7284 -4.9370 5.2173  0.10
H2 5.6441 -3.2806 3.5774  0.11
H3 5.6333 -0.8765 4.1246  0.11
H4 1.0468 1.7268 7.1996  0.03
H5 2.5913 1.6290 8.2382  0.09
H6 1.8080 -2.2081 4.5363  0.10
H7 0.2773 -3.7250 5.7873  0.10
H8 -1.6250 -2.7570 7.1102  0.11
H9 -2.0965 -0.3097 6.9692  0.06
H10 -0.5359 1.1715 5.8101  0.11
H11 4.0285 -1.7251 8.0124  0.12
H12 3.9560 -4.1500 7.4593  0.10
H13 -0.5238 1.4929 8.1796  -0.07
B1 -1.6693 1.5412 8.7001  -0.44
H14 -2.3678 2.4152 8.2022  -0.07
H15 -2.3128 0.5047 8.5930  -0.08
H16 -1.6176 1.6968 9.9185  -0.08

Values from the calculation:
- maximum force (eV/A) = 1.75
- E_HOMO (eV) = -5.13
- electronic energy (eV) = -45312.331
- net charge = -1
- M (Da) = 323.224
- orbital gap (eV) = 7.3


3.
Molecular formula: C5H11Cl2
Method: DFT, ωB97M-V/def2-TZVPD

Last column: Löwdin charge in e.
Element x y z (Å)
Cl1 -2.4648 1.2769 2.7960  0.17
Cl2 1.1510 -0.9036 0.4701  0.55
H1 0.4645 -1.4854 -1.6611  0.06
C1 -0.0230 -1.4992 -0.6849  -0.63
H2 -0.2286 -2.5446 -0.4542  0.07
C2 -1.3229 -0.6655 -0.7732  -0.27
C3 -2.4532 -1.1626 0.1361  -0.26
C4 -3.7559 -0.3391 0.1457  -0.31
C5 -4.8230 -0.8952 1.0898  -0.13
H3 -1.1397 0.4045 -0.5914  0.11
H4 -1.6765 -0.7889 -1.8038  0.11
H5 -2.6578 -2.1765 -0.2400  0.11
H6 -2.1252 -1.2792 1.1806  0.10
H7 -3.5011 0.6749 0.4911  0.03
H8 -4.1226 -0.2733 -0.8829  0.11
H9 -5.6868 -0.2274 1.0636  0.07
H10 -5.1502 -1.8959 0.7965  0.07
H11 -4.4150 -0.8968 2.1031  0.04

Values from the calculation:
- spin multiplicity = 2
- maximum force (eV/A) = 1.30
- E_HOMO (alpha / beta) (eV) = -10.57 / -10.57
- electronic energy (eV) = -30406.707
- M (Da) = 142.049
- ⟨S²⟩ = 0.75
- orbital gap (alpha / beta) (eV) = 11.6 / 6.4